Entry 1:
Below is a molecular structure, C8H22Cl2N6O12 at a distorted geometry, with properties calculated with ωB97M-V/def2-TZVPD.

The calculation puts the HOMO energy at -9.746 eV. The HOMO-LUMO gap comes out at 7.67 eV. As for the spin multiplicity: 1. Its energy above the lowest of the compared OMol25 structures with the same formula, charge and spin is 379.4 kcal/mol.

Element x y z (Å)
O -34.102 12.853 -20.387
C -36.437 17.945 -18.819
H -32.289 18.395 -14.110
O -33.131 16.406 -22.341
H -33.320 19.952 -13.825
H -36.701 17.589 -16.688
N -36.820 14.368 -17.233
H -31.166 18.995 -16.549
O -33.729 14.920 -21.056
O -31.701 16.872 -15.850
O -32.254 18.343 -22.508
C -35.730 13.711 -18.097
C -33.429 17.926 -20.540
N -33.545 13.954 -20.357
H -35.956 12.659 -18.272
H -34.924 13.618 -17.369
H -34.200 17.188 -20.316
H -32.496 16.669 -17.094
C -31.092 18.389 -17.452
H -32.666 18.006 -19.765
C -33.531 16.327 -17.080
N -31.069 17.038 -16.851
H -35.423 14.324 -18.945
H -31.628 13.625 -19.474
H -32.235 15.229 -19.347
O -34.286 15.359 -19.100
Cl -38.136 17.674 -19.045
N -32.884 17.539 -21.874
H -36.046 18.747 -19.446
H -32.045 18.443 -17.980
H -33.978 17.055 -16.402
N -33.663 18.995 -15.753
H -33.898 18.472 -13.654
H -30.230 18.488 -18.111
H -33.774 15.336 -16.698
O -33.347 19.993 -16.391
Cl -36.908 19.935 -17.050
H -35.193 18.382 -17.063
O -36.968 13.907 -16.114
C -36.240 18.316 -17.357
O -30.355 16.217 -17.498
C -33.187 18.982 -14.304
N -34.104 16.367 -18.486
H -34.034 18.831 -20.607
H -35.888 17.029 -19.037
O -37.417 15.342 -17.782
C -32.545 14.185 -19.295
O -34.404 17.487 -18.915
H -32.933 14.028 -18.289
O -34.287 18.069 -16.185

=====

Entry 2:
Below is a gas-phase ion, C3H2N3S2 (charge -1) at a distorted geometry, with properties calculated with ωB97M-V/def2-TZVPD.

The calculation puts the HOMO energy (spin up / spin down) at -4.060 / -4.161 eV. The HOMO-LUMO gap (spin up / spin down) comes out at 5.08 / 5.66 eV. As for the spin multiplicity: 1. Its energy above the lowest of the compared OMol25 structures with the same formula, charge and spin is 0.0 kcal/mol. The net charge is -1.

Element x y z (Å)
C -0.427 -0.739 0.205
S -0.984 -3.559 -2.529
H 1.591 0.276 0.053
C 0.828 -0.211 -0.525
C -0.509 -2.180 -1.719
N 0.889 -0.406 -1.793
N -0.907 -1.808 -0.552
N 0.286 -1.282 -2.456
S 0.047 -1.177 2.011
H -1.183 0.072 0.259

=====

Entry 3:
Below is a gas-phase ion, C6H8N3O (charge +1) at a distorted geometry, with properties calculated with ωB97M-V/def2-TZVPD.

Its expectation value of S² is 2.055. The calculation puts the HOMO energy (spin up / spin down) at -12.759 / -12.777 eV. The HOMO-LUMO gap (spin up / spin down) comes out at 9.39 / 5.17 eV. As for the spin multiplicity: 3. Its energy above the lowest of the compared OMol25 structures with the same formula, charge and spin is 36.2 kcal/mol. The net charge is +1.

Element x y z (Å)
C 0.275 -1.931 -0.200
C -3.461 1.234 0.048
C -1.011 -1.459 -0.004
N 1.656 0.122 -0.653
N 0.712 1.199 1.141
C 1.529 -1.216 -0.336
H 0.720 2.130 1.537
H -4.190 1.938 -0.002
C 1.285 1.215 -0.099
H -1.663 -2.202 -0.206
C -2.471 0.466 -0.023
H 2.111 -1.547 0.677
O 1.513 2.397 -0.591
H 1.848 2.332 -1.540
H 0.302 -2.964 -0.091
H 2.153 -1.969 -1.047
N -1.348 -0.151 -0.048
H 0.042 0.406 1.436

=====

Entry 4:
Below is a molecular structure, C30H32AsMoN3O9S, with properties calculated with ωB97M-V/def2-TZVPD.

The calculation puts the HOMO energy (spin up / spin down) at -13.646 / -13.645 eV. The HOMO-LUMO gap (spin up / spin down) comes out at 6.87 / 6.90 eV. As for the spin multiplicity: 1. Its energy above the lowest of the compared OMol25 structures with the same formula, charge and spin is 16.7 kcal/mol. The net charge is +2.

Element x y z (Å)
H -1.150 0.308 -3.214
C -1.406 -0.563 5.099
O -0.602 1.799 3.576
H 5.894 0.240 -2.842
C -0.797 -4.080 -4.319
C -0.623 -4.399 -2.975
H 8.074 -0.565 -1.775
H 2.540 -2.570 -6.235
N 6.390 1.582 -1.320
C 3.171 0.169 -0.426
S -0.287 -3.138 2.095
C 8.113 2.524 0.211
H 6.500 3.584 -0.749
H -2.805 -3.460 6.147
O 1.689 0.421 2.571
C 7.189 2.770 -0.971
H -1.030 -2.516 -5.745
C -0.646 -0.236 -6.512
C 4.519 0.053 -0.731
O -0.478 -1.066 -1.490
H 4.526 -3.310 -1.178
H 3.146 -1.599 -4.875
C -0.570 -2.083 -2.404
H -1.316 0.471 5.397
H 2.763 1.130 -0.139
H 8.860 0.887 -2.377
H 0.240 -1.404 -10.044
O -0.615 0.266 1.292
H 7.757 3.040 -1.861
C -0.514 -3.407 -2.012
C -0.016 -1.069 -9.047
H -0.903 -4.864 -5.056
H 7.538 2.271 1.100
C -2.122 -1.446 5.900
C -2.252 -2.768 5.526
H 6.069 -1.360 -1.191
C -1.562 -0.054 -7.535
C -0.946 -2.355 3.546
C 4.159 -2.311 -0.991
O -1.325 -3.233 1.104
C -0.861 -2.760 -4.706
H -0.005 2.562 3.522
C 6.705 0.919 -2.583
C 8.040 0.192 -2.560
H 6.716 1.686 -3.363
C 2.832 -2.116 -0.693
C 5.014 -1.213 -1.000
H 8.816 1.717 0.004
C -0.946 -0.341 -4.058
O 4.961 2.050 0.373
C 0.912 -1.232 -8.027
O 0.436 -4.295 2.488
C -1.250 -0.481 -8.814
N -0.968 0.260 -5.203
Mo 0.313 -0.785 0.183
H 2.140 -2.946 -0.622
H 8.685 3.426 0.424
H 1.871 -1.677 -8.246
C -0.815 -1.004 3.920
H -0.452 -3.655 -0.960
H 3.324 -0.992 -6.537
H -0.592 -5.436 -2.667
H -1.961 -0.353 -9.617
C 0.609 -0.807 -6.740
O 0.744 -2.064 1.568
H -2.572 -1.088 6.815
C -1.662 -3.222 4.351
H -1.230 1.239 -5.178
O 1.432 -0.899 -5.671
C -0.750 -1.731 -3.757
H 8.224 -0.291 -3.519
H -2.519 0.408 -7.325
C 5.329 1.325 -0.537
As 0.121 0.364 2.972
H -1.748 -4.264 4.069
C 2.685 -1.557 -5.857
N 2.352 -0.887 -0.415

=====

Entry 5:
Below is 5 unconnected molecules or ions with the total composition C27H31BBrNO21S4 at a distorted geometry, with properties calculated with ωB97M-V/def2-TZVPD.

The calculation puts the HOMO energy at -8.379 eV. The HOMO-LUMO gap comes out at 7.07 eV. As for the spin multiplicity: 1. As for the SMILES: CN(C)B(O)c1c(OC(=O)c2ccccc2)ccc2c1C(=O)C(Br)=CC2=O.O=S1(=O)OCCO1.O=S1(=O)OCCO1.O=S1(=O)OCCO1.O=S1(=O)OCCO1.

Element x y z (Å)
O 4.385 5.143 -4.619
N -2.668 0.333 0.793
O -4.647 -2.684 3.544
Br -2.622 4.654 3.532
H 6.701 2.903 -7.315
H -1.005 -7.756 0.670
C -5.565 1.410 2.377
H 4.276 0.080 -0.462
H 4.234 -1.980 -1.779
H -1.694 -0.596 -1.038
O 0.217 -1.026 -0.642
H -4.857 -0.347 -1.373
S 1.510 -0.898 -0.007
C -6.768 1.563 3.529
C -4.912 -3.255 2.363
O 2.605 4.374 -0.837
O 4.021 2.368 -1.275
C -1.919 0.462 -0.538
O 1.504 2.140 -1.022
H 2.722 -1.496 -2.597
C -6.951 3.060 4.253
H -5.316 4.588 5.397
H -0.717 -0.403 1.550
H 4.876 3.754 -8.699
C -7.754 0.296 3.976
O 2.487 3.270 -3.022
S 3.975 -2.087 2.186
O 2.677 -2.458 1.672
H -2.311 -0.816 2.642
C 5.095 -3.960 3.403
O -6.036 -2.688 1.548
O 4.872 2.650 -4.686
C -4.474 -5.805 1.008
H -1.915 -1.750 0.959
S 2.676 2.866 -1.454
H -1.913 -3.449 2.891
H 3.835 5.482 -2.043
C -3.945 -4.491 1.887
H 5.677 -4.152 4.309
H 6.767 -2.873 2.535
H -0.850 0.928 -0.284
C 2.138 4.650 -3.119
C -5.283 -0.053 1.644
H -5.605 -5.833 0.712
C 3.290 -1.443 -1.662
H -0.094 -5.533 2.099
C -1.855 -0.726 1.557
H -8.185 -2.052 3.574
C -4.683 2.780 2.073
H 1.046 4.727 -3.096
C -3.376 -6.965 0.600
O -8.126 3.578 4.620
C 2.763 5.316 -1.896
H 6.431 -4.432 1.733
C 3.495 0.005 -1.226
C -7.467 -1.161 3.242
H 2.512 5.073 -4.056
O -4.434 -0.994 -0.718
C -2.330 -4.384 2.293
C -4.415 3.751 3.408
O 4.212 -2.857 3.603
H -8.620 0.385 4.771
C 5.979 -3.566 2.223
C 6.466 3.968 -7.212
O 2.259 0.406 -0.639
C -5.517 3.901 4.442
C 5.076 4.279 -7.762
H -3.707 -7.935 -0.011
H 7.247 4.560 -7.695
H 4.944 5.355 -7.912
H 3.747 0.658 -2.067
C -6.252 -1.326 2.125
O 4.163 3.856 -6.750
O 4.397 -0.713 2.344
C -1.260 -5.569 1.856
O -4.230 3.159 0.875
H 2.280 6.263 -1.645
O 2.499 -2.034 -0.633
B -4.070 -0.258 0.517
H -2.509 1.076 -1.345
O 5.115 -2.873 1.324
C -1.764 -6.907 1.000
H 4.491 -4.841 3.166
O 1.685 -0.879 1.426
O 6.393 4.269 -5.821
S 4.881 3.964 -5.290

=====

Number 1: calculated total energy -67175.16236 eV. Number 2: calculated total energy -29281.37865 eV. Number 3: calculated total energy -12856.10333 eV. Number 4: calculated total energy -128042.47173 eV. Number 5: calculated total energy -187018.12843 eV.